(1)
DFT (ωB97M-V/def2-TZVPD) results for a molecular structure, C34H49BBr39N4O8 in a non-equilibrium geometry.

Properties
HOMO energy = -6.28 eV
Calculated total energy = -2790719.5716 eV
Frontier orbital gap = 7.20 eV
E_LUMO = 0.92 eV
Molecular weight = 3768.9 g mol⁻¹

```
! RIJCOSX wB97M-V def2-TZVPD def2/J DEFGRID3
* xyz -1 1
C 3.80374 2.81141 2.17856
C 3.90658 1.21269 2.34301
C 2.41251 0.62894 2.51330
N 2.27964 -0.57516 1.62921
C 1.18602 -0.44630 0.62524
C 1.39135 0.89520 -0.28966
O 1.10722 0.56489 -1.68904
C 1.10814 1.75563 -2.50877
C 2.25091 1.70202 -3.67913
C 3.43281 0.66410 -3.34256
O 1.57591 -1.47311 -0.34553
B 0.54419 -2.54184 -0.47016
C 0.45084 -3.36943 -1.88721
C 0.28549 -4.96832 -1.61407
C -0.20464 -5.76717 -2.92483
N 0.56482 -6.98207 -3.34430
O -1.21672 -5.33234 -3.53987
O 1.08011 -3.58383 0.47666
C 2.49945 -3.58317 0.47868
N 3.70071 -3.55091 0.28485
O -0.66962 -1.78627 -0.05712
C -0.33236 -0.87025 1.01829
C -1.43892 0.26529 1.23903
C -2.02402 0.91422 -0.11466
C -2.71350 2.32043 0.34092
C -3.53497 3.04056 -0.83486
C -4.35070 4.26941 -0.14287
O -4.20294 5.52544 -0.86895
C -4.98235 6.53874 -0.22753
C -5.23738 7.90714 -1.06281
O -5.49115 6.43548 0.91964
O -0.53049 -1.77052 2.18705
C -0.32123 -1.08027 3.40099
N -0.46468 -0.33161 4.35043
H 4.78016 3.26206 2.56148
H 2.88998 3.21481 2.75646
H 3.59019 3.02947 1.07010
H 4.49442 0.94695 3.30677
H 4.38939 0.66538 1.46555
H 1.57625 1.40239 2.40590
H 2.33885 0.23628 3.60401
H 2.09446 -1.43607 2.16466
H 0.69867 1.75347 0.01752
H 2.51415 1.15015 -0.21228
H 0.09984 1.78472 -3.08567
H 1.18181 2.71632 -1.88443
H 2.72378 2.75410 -3.78752
H 1.76757 1.47915 -4.70884
H 4.43736 0.90601 -3.83143
H 3.10773 -0.37027 -3.71653
H 3.60794 0.66876 -2.19836
H -0.50489 -2.98841 -2.42145
H 1.32359 -3.18201 -2.60409
H 1.30702 -5.42903 -1.32510
H -0.50811 -5.18774 -0.79945
H 1.33023 -6.65852 -3.97411
H 1.03734 -7.36820 -2.48923
H -2.35894 -0.09190 1.84530
H -0.91070 1.12648 1.80915
H -2.87197 0.20749 -0.46762
H -1.24851 1.12037 -0.92664
H -3.48160 2.04224 1.16546
H -1.94447 3.00250 0.86775
H -4.33706 2.30805 -1.22811
H -2.83977 3.38310 -1.67457
H -5.46329 4.01837 0.02922
H -3.89379 4.44073 0.90925
H -4.54879 8.75477 -0.70999
H -6.32990 8.26955 -0.95371
H -5.05136 7.62523 -2.17083
C -3.31888 -3.33174 -5.00783
Br -3.30177 -2.44776 -6.73832
Br -3.14562 -2.06393 -3.55136
Br -4.87777 -4.46691 -4.79607
H -2.44372 -3.98117 -4.97076
C 1.96360 -4.23111 5.26660
Br 3.57670 -4.36320 4.19752
Br 0.55736 -3.27584 4.33079
Br 1.36537 -5.96971 5.88914
H 2.21345 -3.64547 6.15031
C 3.32540 -4.41455 -5.24526
Br 4.83747 -3.56220 -6.11227
Br 2.75744 -6.01205 -6.19458
Br 3.67179 -4.76951 -3.37210
H 2.49667 -3.70932 -5.28457
C 5.78779 -8.80498 -3.49497
Br 6.45615 -7.40822 -4.66479
Br 6.45287 -8.60778 -1.68345
Br 3.85141 -8.92350 -3.54312
H 6.17345 -9.74987 -3.87482
C -6.42401 11.11163 1.18023
Br -7.08084 11.48685 -0.60710
Br -6.92861 9.33658 1.77553
Br -4.51066 11.40183 1.32057
H -6.90400 11.82227 1.85148
C -2.58958 2.55344 5.51209
Br -2.44275 3.39423 3.76997
Br -2.46854 3.84946 6.95094
Br -4.18773 1.46300 5.65469
H -1.73628 1.88271 5.61443
C 1.05723 1.74464 7.71985
Br 1.19788 2.57158 5.97064
Br 1.17473 3.05284 9.14931
Br -0.53630 0.64970 7.87623
H 1.91228 1.07873 7.82723
C 5.06545 -7.77387 6.83503
Br 5.60182 -9.18284 8.05683
Br 4.89626 -6.06491 7.73576
Br 6.24319 -7.66455 5.29802
H 4.07628 -8.03565 6.46069
C 0.25726 -1.20920 -7.83745
Br 0.14323 0.08609 -6.39691
Br 1.22358 -0.50322 -9.36504
Br 0.99221 -2.89553 -7.22896
H -0.76084 -1.41023 -8.16957
C 0.14745 5.86136 -2.99745
Br -0.22823 4.74603 -1.45453
Br 1.75262 5.29894 -3.92734
Br -1.37665 5.97137 -4.19300
H 0.33288 6.86760 -2.62457
C 0.30279 -8.09847 1.33143
Br 0.81999 -9.55835 2.50158
Br 0.17950 -6.41553 2.28615
Br 1.47021 -7.96443 -0.21243
H -0.69434 -8.32744 0.95779
C -2.78860 1.96000 -8.38505
Br -2.73608 2.85005 -10.10852
Br -2.61171 3.21269 -6.91659
Br -4.35985 0.84214 -8.18872
H -1.92426 1.29776 -8.34201
C -2.93432 6.67297 10.08096
Br -2.42361 8.28284 9.12625
Br -4.73665 6.11106 9.63497
Br -1.64913 5.24315 9.82135
H -2.92999 6.91697 11.14232
*
```



(2)
DFT (ωB97M-V/def2-TZVPD) results for a molecular structure, C34H50BeN3Si4Te2.

Properties
HOMO energy = -9.28 eV
Calculated total energy = -87040.5380 eV
Frontier orbital gap = 5.57 eV
Energy above the lowest of the compared OMol25 structures with the same formula, charge and spin = 0.0000 eV
E_LUMO = -3.71 eV
Molecular weight = 877.4 g mol⁻¹

```
! RIJCOSX wB97M-V def2-TZVPD def2/J DEFGRID3
* xyz 1 1
Be 0.47886 -0.25588 0.84251
C 1.49497 -1.60301 3.47700
C 2.51195 -0.81664 2.71900
C 3.86194 -0.78959 3.05653
C 4.74553 -0.05870 2.28567
C 4.27415 0.64129 1.18111
C 2.92995 0.57704 0.89668
N 2.06501 -0.13838 1.66010
C 2.23543 1.31392 -0.18539
C 2.68502 2.26269 -1.08520
C 1.72561 2.92048 -1.85226
C 0.36476 2.68946 -1.66735
C 0.00229 1.72391 -0.74433
N 0.94430 1.03442 -0.12612
C -1.31702 1.35834 -0.17440
C -2.52968 1.85877 -0.59178
C -3.67474 1.44716 0.07630
C -3.56019 0.56164 1.13031
C -2.30708 0.09480 1.51183
C -2.12174 -0.85187 2.65146
N -1.20435 0.49835 0.86802
H 1.06884 -2.36870 2.82501
H 0.68137 -0.95418 3.80296
H 1.92768 -2.08348 4.35126
H 4.20438 -1.34214 3.91978
H 5.79610 -0.02955 2.54061
H 4.94045 1.21377 0.55193
H 3.73198 2.51174 -1.17849
H 2.04413 3.66363 -2.57031
H -0.37519 3.25983 -2.20986
H -2.58091 2.54224 -1.42729
H -4.64623 1.81253 -0.22789
H -4.43646 0.22624 1.66644
H -3.07044 -1.27008 2.97970
H -1.66401 -0.33470 3.49715
H -1.46743 -1.66917 2.33790
C 4.24854 -2.83101 0.06663
Si 3.38545 -4.37341 0.70095
C 4.25166 -5.89584 0.02219
C 3.50634 -4.47276 2.57856
Si 1.17941 -4.41330 -0.07730
Te -0.00687 -2.20499 -0.43160
Si -0.17003 -5.80592 1.23029
C -0.53684 -4.97320 2.87986
C 0.70833 -7.43592 1.55432
C -1.79639 -6.11465 0.34547
Si 1.23430 -5.23607 -2.27495
C 1.58626 -7.08246 -2.33534
C 2.57192 -4.30689 -3.21512
C -0.42183 -4.93879 -3.10319
H 5.24022 -2.70694 0.50954
H 3.65533 -1.94082 0.28003
H 4.36554 -2.88768 -1.01766
H 5.26899 -5.94328 0.42088
H 4.32235 -5.87591 -1.06833
H 3.73894 -6.81527 0.31158
H 4.55535 -4.58138 2.86943
H 2.96990 -5.34468 2.95706
H 3.11127 -3.59242 3.08301
H 0.37175 -4.80873 3.46352
H -1.20999 -5.59007 3.48070
H -1.02507 -4.00973 2.71460
H 1.63519 -7.29008 2.11262
H 0.95882 -7.94618 0.62240
H 0.07179 -8.10526 2.13791
H -2.25357 -5.17845 0.01595
H -2.49633 -6.62124 1.01509
H -1.65967 -6.74754 -0.53414
H 2.61019 -7.32466 -2.04258
H 1.44005 -7.43678 -3.35898
H 0.91104 -7.65204 -1.69401
H 3.56701 -4.51784 -2.81675
H 2.40678 -3.22816 -3.17006
H 2.56695 -4.60740 -4.26607
H -1.20934 -5.56797 -2.68308
H -0.33620 -5.18921 -4.16472
H -0.75604 -3.90115 -3.03195
C -3.72652 -1.48428 -2.12535
Te -2.48675 -0.25117 -3.35931
C -2.59822 -1.84303 -4.78874
C -3.30802 -2.98077 -4.10131
C -3.43995 -4.21117 -4.74118
C -4.03897 -5.27966 -4.09950
C -4.50766 -5.13115 -2.79931
C -4.39171 -3.90801 -2.16312
C -3.80488 -2.82277 -2.81166
H -4.71214 -1.03118 -2.02680
H -3.26734 -1.56888 -1.13959
H -1.58962 -2.12932 -5.08276
H -3.13786 -1.50119 -5.67014
H -3.05317 -4.33196 -5.74654
H -4.13006 -6.23167 -4.60550
H -4.96354 -5.96747 -2.28584
H -4.76304 -3.78653 -1.15216
*
```



(3)
DFT (ωB97M-V/def2-TZVPD) results for a molecular structure, C34H50BrIN6O7P3 in a non-equilibrium geometry.

Properties
HOMO energy = -3.06 eV
Calculated total energy = -165348.8702 eV
Frontier orbital gap = 4.94 eV
Energy above the lowest of the compared OMol25 structures with the same formula, charge and spin = 0.9128 eV
E_LUMO = 1.89 eV
Molecular weight = 954.5 g mol⁻¹

```
! RIJCOSX wB97M-V def2-TZVPD def2/J DEFGRID3
* xyz -1 1
C 3.60412 2.10130 3.26681
C 2.99115 2.20745 4.29867
C 2.18333 1.87939 5.51717
C 0.75113 1.37816 5.13820
C 0.81815 0.14910 4.22818
C -0.55954 -0.34795 3.69683
N -1.35879 -0.44047 5.00705
C -1.37666 -1.58779 5.43411
O -1.34924 -2.59281 6.02301
O -0.55550 -1.70623 3.28237
P -0.50872 -1.84221 1.54358
C -0.14164 -3.70920 1.83151
C 1.25493 -1.27781 1.31487
C 2.35197 -1.71962 1.94062
P -0.45063 -2.32221 -0.65439
N 0.88834 -3.40666 -0.95673
O -0.06329 -0.97330 -1.62503
P -2.75186 -2.57140 1.33697
O -3.06457 -3.76481 2.49770
Br -3.09947 -3.56931 -0.71963
O -1.22117 -0.27607 1.39788
C -1.24911 0.54450 2.55991
O -0.24422 1.51590 2.31784
C -0.60407 2.64510 1.56600
C -0.59500 2.43977 0.03701
N 0.63665 1.85635 -0.46243
C 1.83551 2.60915 -0.17010
C 1.99312 3.98623 -0.91458
C 1.93092 5.17099 0.06852
O 1.12521 4.11998 -2.03019
C -2.67065 1.04532 2.89234
I -2.66322 2.57847 4.45341
C -3.70817 -0.06527 3.13023
C -4.91255 0.33421 4.02610
H 4.13494 2.16042 2.33953
H 2.66509 1.10879 6.12884
H 2.08329 2.82781 6.06326
H 0.28535 2.22069 4.61386
H 0.22956 1.21324 6.08545
H 1.17405 -0.68762 4.85752
H 1.56090 0.27077 3.44112
H -0.74937 -4.36168 1.18684
H 0.90306 -3.99347 1.64789
H -0.35331 -3.93804 2.88334
H 1.39512 -0.45880 0.59433
H 2.30428 -2.52626 2.67648
H 3.33155 -1.26197 1.77981
H 0.71185 -3.94347 -1.79344
H 1.78743 -2.92808 -0.98284
H 0.88875 -0.97527 -1.78992
H -3.07426 -3.36796 3.37477
H -1.55018 3.13829 1.82955
H 0.16765 3.40557 1.76493
H -1.46498 1.84734 -0.28206
H -0.76970 3.45186 -0.39601
H 0.56107 1.63624 -1.44447
H 1.98832 2.77452 0.90461
H 2.68159 1.97549 -0.48670
H 3.02285 3.99449 -1.31851
H 2.83075 5.08793 0.69933
H 1.06509 5.13649 0.74241
H 1.99876 6.14548 -0.42909
H 0.67227 4.96497 -1.98044
H -2.99986 1.60087 2.00414
H -4.14786 -0.35173 2.16807
H -3.29593 -0.97193 3.57726
H -4.63952 0.36137 5.08642
H -5.70155 -0.42602 3.91936
H -5.34247 1.29211 3.71242
N 1.26404 8.57201 -0.12147
C 0.48326 8.76119 0.94217
C -0.46224 9.77106 1.03440
C -0.60346 10.63704 -0.03722
C 0.19947 10.45887 -1.15204
C 1.11132 9.41475 -1.14324
H 0.63101 8.06106 1.75747
H -1.07051 9.87487 1.92248
H -1.32980 11.43961 -0.00452
H 0.12053 11.11325 -2.00957
H 1.75801 9.23435 -1.99543
N 1.12717 -7.29551 -4.36106
C 0.48302 -6.66863 -3.37332
C -0.84036 -6.91167 -3.03690
C -1.53743 -7.85723 -3.76968
C -0.88908 -8.51950 -4.80007
C 0.43618 -8.20428 -5.05068
H 1.06868 -5.93589 -2.82983
H -1.31270 -6.37541 -2.22429
H -2.57269 -8.07568 -3.53996
H -1.39935 -9.26474 -5.39555
H 0.98374 -8.70134 -5.84519
N -0.28069 -4.12151 -7.27671
C 0.40939 -5.12999 -6.74088
C 1.35627 -5.86862 -7.43519
C 1.59709 -5.54659 -8.76039
C 0.88851 -4.50396 -9.33621
C -0.03281 -3.82667 -8.55272
H 0.18679 -5.34644 -5.70450
H 1.88843 -6.67252 -6.94665
H 2.32807 -6.10009 -9.33741
H 1.04696 -4.22120 -10.36849
H -0.60787 -3.00122 -8.95921
*
```



(4)
DFT (ωB97M-V/def2-TZVPD) results for a molecular structure, C34H50CdF2N12O2P in a non-equilibrium geometry.

Properties
HOMO energy = -4.97 eV
Calculated total energy = -77338.2124 eV
Frontier orbital gap = 6.79 eV
Energy above the lowest of the compared OMol25 structures with the same formula, charge and spin = 0.3178 eV
E_LUMO = 1.82 eV
Molecular weight = 840.2 g mol⁻¹

```
! RIJCOSX wB97M-V def2-TZVPD def2/J DEFGRID3
* xyz -1 1
Cd 1.37307 -0.24587 -1.00282
N -0.10366 -2.39527 -0.00277
C -1.32090 -2.76153 -0.70197
C -2.51569 -2.91883 0.27989
C -3.85908 -3.50013 -0.19970
C -3.80891 -4.92517 -0.77198
N -3.28254 -4.92898 -2.11744
C -2.73027 -5.94934 -2.64754
N -2.55916 -7.16747 -2.02977
N -2.23652 -5.86229 -3.93089
C -1.61229 -1.71294 -1.78985
O -2.43240 -2.09135 -2.76796
O -1.14525 -0.60137 -1.78521
H 0.10040 -3.06854 0.72478
H -0.18182 -1.46658 0.44280
H -1.14646 -3.71713 -1.20170
H -2.69185 -1.93109 0.71541
H -2.15492 -3.56049 1.09031
H -4.33762 -2.83840 -0.92381
H -4.51417 -3.53750 0.67497
H -4.83086 -5.32468 -0.78832
H -3.21505 -5.55208 -0.09003
H -2.69003 -3.06384 -2.67351
H -3.16240 -7.34896 -1.24671
H -2.38046 -7.96067 -2.61967
H -2.14648 -4.91345 -4.26599
H -1.42924 -6.42782 -4.13951
F 2.22581 4.38395 -3.83591
C 2.14495 3.03567 -3.90912
C 1.81612 2.29919 -2.79249
C 1.74028 0.90649 -2.84682
C 1.97564 0.26500 -4.08471
C 2.30892 1.06284 -5.18066
F 2.56924 0.54153 -6.41246
C 2.40914 2.43727 -5.12152
C 1.85965 -1.22092 -4.15665
C 2.08598 -1.97862 -5.31695
C 2.01180 -3.35947 -5.26370
C 1.69837 -3.98304 -4.06543
C 1.44899 -3.16641 -2.97485
N 1.52007 -1.84643 -3.02239
H 1.61227 2.82741 -1.86562
H 2.68816 3.00662 -5.99620
H 2.32762 -1.51342 -6.25507
H 2.21485 -3.94182 -6.15440
H 1.67096 -5.06197 -3.97622
H 1.19163 -3.58150 -2.00360
N 3.22717 -1.28592 -0.25708
C 4.34504 -1.21540 0.08488
N 5.56224 -1.07764 0.41094
C 6.45036 -1.77587 1.04253
N 7.30941 -2.33731 1.59173
N 0.42094 0.33293 0.77103
P 0.08905 1.58575 1.54910
N 1.33029 2.71904 1.71762
C 1.10877 4.13239 1.98781
C 2.43956 4.86913 2.13266
C 3.39715 4.09033 3.03339
C 3.67386 2.68022 2.46322
C 2.68752 2.33763 1.34492
N -1.20849 2.58854 1.03638
C -2.34207 3.00091 1.84007
C -2.86853 4.35558 1.36380
C -3.22976 4.29110 -0.12017
C -2.01537 3.82605 -0.92279
C -1.52656 2.48480 -0.38399
N -0.40997 1.30738 3.20148
C 0.70101 1.10322 4.13037
C 0.17603 0.91953 5.55095
C -0.77945 -0.26918 5.62112
C -1.91709 -0.03971 4.62824
C -1.33729 0.16651 3.23349
H 0.53988 4.23710 2.92147
H 0.51273 4.60033 1.19484
H 2.25076 5.86259 2.54549
H 2.89650 5.00895 1.15056
H 2.94826 4.00686 4.02789
H 4.33078 4.64462 3.14855
H 3.58310 1.93428 3.25497
H 4.69057 2.61044 2.07068
H 2.69211 1.26681 1.15058
H 3.00085 2.83369 0.41595
H -2.03525 3.05026 2.88086
H -3.17000 2.27101 1.76578
H -2.09343 5.11269 1.51621
H -3.74051 4.63815 1.96131
H -3.58156 5.26385 -0.47482
H -4.04492 3.57186 -0.25759
H -1.21518 4.56604 -0.82621
H -2.26442 3.73062 -1.98259
H -0.63702 2.14441 -0.91599
H -2.30670 1.72588 -0.55864
H 1.35220 1.97713 4.08341
H 1.30162 0.22147 3.84757
H -0.36726 1.82345 5.84477
H 1.01522 0.79350 6.24002
H -1.16367 -0.39926 6.63628
H -0.24127 -1.18143 5.34382
H -2.48571 0.84618 4.92954
H -2.60462 -0.89032 4.61240
H -2.13211 0.35060 2.50571
H -0.82064 -0.75238 2.91922
*
```